Entry 1:
90
Properties=species:S:1:pos:R:3:forces:R:3:mulliken_charge:R:1 method="wB97M-V/def2-TZVPD" relative_energy_kj_mol=116.3 e_homo_ev=-8.670 orbital_gap_ha=0.3435
C -2.512134 -0.454272 -3.630212 0.237 -0.569 0.569 -1.02
O -2.024887 -0.989026 -2.373337 -0.763 -0.148 -0.358 -0.15
C -2.289806 -0.223368 -1.166618 -2.296 1.277 -1.675 -0.71
C -1.028526 -0.054509 -0.445079 0.851 -0.421 2.195 1.04
C -1.172251 0.707715 0.912847 -1.046 0.460 -1.875 -1.32
N -0.016691 0.467329 -1.302885 -0.568 0.255 -2.119 -0.29
H -1.904036 0.374522 -3.946335 0.384 0.547 -0.001 0.36
H -3.553544 -0.113651 -3.621995 0.034 -0.237 0.377 0.38
H -2.399738 -1.234091 -4.393645 -0.068 0.001 0.366 0.28
H -2.799156 0.744238 -1.505555 0.826 -0.922 0.623 0.36
H -3.005304 -0.749522 -0.509125 0.130 -0.016 -0.446 0.27
H -0.779825 -1.073665 -0.194060 0.332 -0.906 0.450 -0.24
H -1.857157 0.183711 1.598096 0.190 0.203 -0.308 0.47
H -1.571395 1.712932 0.624151 0.305 -0.664 0.762 0.29
H -0.215244 0.815415 1.393682 0.425 0.002 0.165 0.10
H 0.884345 0.482782 -0.900021 0.963 -0.118 0.644 -0.21
H 0.032208 -0.173671 -2.121318 0.129 0.838 0.764 0.32
C 2.001771 6.738409 -1.736893 -2.395 -1.585 -1.167 -0.88
O 1.648697 5.363470 -1.370160 1.744 1.357 -0.620 -0.33
C 0.799194 5.358567 -0.268723 -2.313 -0.746 -0.820 -0.88
C -0.187186 4.125987 -0.436259 0.069 0.835 -0.297 1.37
C -0.927325 4.267792 -1.763959 0.634 -0.757 -0.935 -1.43
N -1.210911 4.009795 0.622312 0.485 1.357 -0.391 -0.58
H 2.159350 7.352952 -0.900688 0.369 0.691 1.389 0.38
H 1.089209 7.124495 -2.270441 0.897 0.001 0.277 0.31
H 2.850380 6.781501 -2.389214 0.421 -0.387 -0.327 0.26
H 1.330655 5.333640 0.657836 0.404 -0.090 0.819 0.30
H 0.166160 6.267318 -0.316232 0.039 -0.189 0.295 0.57
H 0.393242 3.213959 -0.477567 0.223 -0.321 0.088 -0.59
H -1.604448 5.120754 -1.746077 -0.143 0.089 0.056 0.42
H -1.494986 3.342486 -2.027041 0.369 0.694 0.385 0.16
H -0.187251 4.434705 -2.581285 -0.575 -0.107 0.546 0.32
H -0.752620 4.231196 1.493997 0.254 -0.402 0.614 0.14
H -1.750887 4.867915 0.481861 -0.439 -0.318 0.084 0.39
C -4.649302 -4.017668 -2.968141 -0.990 -0.389 0.428 -0.48
O -3.991277 -4.743575 -1.925759 -0.284 -1.250 -0.203 -0.30
C -4.710187 -5.765114 -1.189472 0.335 1.339 1.712 -0.81
C -3.968287 -6.099489 0.130044 0.606 0.488 -0.412 0.55
C -4.881742 -6.741648 1.165800 0.614 -0.434 -0.012 -1.42
N -3.370652 -4.861066 0.578181 1.520 -0.095 1.741 -0.67
H -4.695511 -4.575584 -3.902155 0.277 -0.201 -0.104 0.31
H -4.052640 -3.120682 -3.099816 -0.105 0.155 -0.078 -0.07
H -5.724377 -3.757304 -2.751240 1.049 -0.122 0.308 0.32
H -5.615209 -5.310729 -0.813045 -0.764 0.106 -0.441 0.42
H -4.874085 -6.746484 -1.588966 -0.243 -0.151 -1.450 0.33
H -3.225882 -6.897252 -0.101964 -0.072 0.397 0.021 0.21
H -4.209568 -7.167413 1.908109 -0.015 -0.293 0.145 0.37
H -5.326270 -7.572567 0.617125 -0.549 -0.159 0.474 0.34
H -5.592795 -6.155787 1.767185 0.066 0.230 -0.918 0.36
H -2.591614 -4.994682 1.274418 -1.391 -0.155 -0.575 0.27
H -2.868082 -4.481118 -0.195416 0.096 0.618 -0.591 0.24
C 1.676270 3.418854 3.739763 -1.364 0.289 -0.116 -1.04
O 2.123863 3.801112 2.429758 -1.193 0.182 0.668 -0.01
C 3.522626 3.893125 2.297252 -0.790 -0.552 -0.789 -0.91
C 4.050961 2.617829 1.670805 0.578 -1.530 -0.399 0.43
C 5.595345 2.752339 1.229153 -2.879 1.525 -0.800 -1.42
N 3.171306 2.219534 0.504146 0.702 1.404 -0.152 -0.38
H 0.573637 3.354315 3.734719 0.381 0.091 -0.456 0.23
H 1.876131 4.116438 4.557625 0.566 0.417 -0.377 0.37
H 1.991258 2.447651 4.047598 0.640 -0.861 0.011 0.49
H 3.736750 4.744248 1.656977 0.116 0.237 -0.162 0.32
H 3.855171 4.066702 3.275855 1.388 0.286 1.298 0.53
H 3.899328 1.747682 2.366955 0.654 1.042 -0.115 0.07
H 5.620614 3.424936 0.304037 -0.026 -0.984 1.003 0.33
H 5.992565 1.787430 0.989315 0.484 -0.346 0.071 0.36
H 6.110213 3.327428 1.990571 0.370 -0.417 0.256 0.41
H 2.208958 2.541635 0.705374 0.626 -0.177 0.085 -0.15
H 3.493812 2.854199 -0.242186 -0.463 -0.453 -0.032 0.41
N 2.670979 -2.051854 3.913681 0.203 -0.381 -0.142 -0.37
C 2.415029 -0.776639 3.611464 -0.415 2.858 0.178 0.44
N 2.361652 -0.433388 2.290511 -0.735 -0.359 1.537 -0.03
O 2.236772 0.123205 4.460102 0.255 -1.251 -0.353 -0.72
H 2.529382 -2.252699 4.870714 -0.074 -0.458 0.739 0.27
H 2.585990 -2.769382 3.219746 -0.093 -0.194 -0.282 0.25
H 2.458958 0.515507 2.100523 -0.030 1.582 -0.163 -0.30
H 2.729285 -1.019504 1.623281 0.668 -1.814 -1.761 0.41
N 0.772099 -4.534511 -0.203518 1.457 0.373 0.441 -0.41
C 1.662679 -3.460688 -0.157330 0.102 2.161 1.250 0.44
N 1.933807 -2.790865 -1.342055 -1.455 -3.800 -0.453 -0.24
O 2.175518 -2.973676 0.897171 -1.120 -1.854 -1.613 -0.65
H 0.525746 -5.008659 0.636848 0.596 0.158 0.840 0.23
H 0.017842 -4.634982 -0.851850 0.099 0.822 -1.014 0.32
H 2.214115 -1.851636 -1.344439 0.501 1.375 0.173 0.24
H 1.655196 -3.272128 -2.210218 0.151 0.863 0.775 0.20
O 3.249373 -0.041440 -1.222639 -0.085 -1.173 -0.991 -0.71
H 3.952137 -0.688332 -1.004536 -0.587 1.174 0.433 0.32
H 3.082123 0.667996 -0.576613 0.949 -0.122 0.648 0.45
O -1.119668 -3.856345 -2.110671 -0.228 -1.430 -0.238 -0.67
H -1.435372 -2.968568 -2.030107 -0.284 1.446 -0.004 0.41
H -1.934872 -4.386514 -2.122724 0.080 0.085 -0.171 0.25



Entry 2:
90
Properties=species:S:1:pos:R:3:forces:R:3:mulliken_charge:R:1 method="wB97M-V/def2-TZVPD" relative_energy_kj_mol=334.3 e_homo_ev=-8.821 orbital_gap_ha=0.3243
C -0.181557 0.487779 -2.988498 0.135 1.140 -1.610 0.00
O -0.045475 1.331682 -4.178029 1.205 0.170 -0.164 -0.47
C 1.295422 1.461363 -4.751141 -0.029 -0.953 0.303 -0.53
C 1.199323 1.981383 -6.181598 0.811 -0.914 -0.637 0.33
C 2.547885 2.129784 -7.003224 -1.432 -1.212 1.776 -1.39
N 0.533512 3.216455 -6.222681 -1.177 2.022 0.589 -0.73
H -1.153635 0.771153 -2.584952 0.110 -0.189 0.135 -0.05
H 0.607115 0.736567 -2.278424 0.022 -0.301 0.159 0.03
H -0.198913 -0.551550 -3.316516 0.169 -0.101 0.416 0.21
H 1.964868 2.100277 -4.175183 -0.241 0.433 0.489 0.23
H 1.799105 0.494933 -4.771757 -0.099 -0.469 0.077 0.31
H 0.550044 1.250833 -6.664113 0.041 -0.116 -0.425 0.32
H 2.360173 2.680027 -7.925240 0.061 -0.146 0.166 0.39
H 2.858278 1.097949 -7.167766 0.478 0.185 -0.440 0.36
H 3.275502 2.619045 -6.355703 0.170 0.189 -0.243 0.33
H -0.147778 3.199957 -5.477245 -0.921 -0.158 -0.142 0.28
H 1.128768 3.934170 -5.834515 0.667 0.381 -0.351 0.27
C 1.012049 4.269726 -0.189831 -0.254 -1.003 -0.319 -0.55
O 1.717236 3.868996 0.952631 -0.715 0.088 0.670 -0.34
C 2.504551 2.711639 0.835729 1.081 -0.037 -0.329 -0.47
C 2.637435 1.972384 2.176941 -0.141 2.029 -0.261 0.61
C 3.435140 2.872245 3.121857 0.200 0.018 1.449 -1.41
N 3.289323 0.692751 2.112419 0.396 -0.715 -0.670 -0.68
H 1.677533 4.354034 -1.048979 0.114 0.441 -0.161 0.30
H 0.424709 5.170438 -0.011359 0.474 0.112 0.179 0.27
H 0.294056 3.490359 -0.445116 -0.265 -0.178 -0.194 0.11
H 2.312849 1.994718 0.037372 -1.315 -0.037 -0.224 0.21
H 3.471463 3.088117 0.501870 0.792 -0.114 0.297 0.30
H 1.639882 1.867044 2.603444 -0.114 -0.207 -0.163 0.19
H 3.178349 2.561296 4.134518 0.530 -0.394 0.199 0.29
H 3.286568 3.947534 3.220768 -0.780 0.072 -1.001 0.33
H 4.512499 2.801767 2.972095 0.062 -0.484 -0.051 0.35
H 2.769142 0.004152 1.587676 -0.982 -0.123 0.317 0.21
H 4.079297 0.750418 1.485744 0.813 0.449 0.263 0.28
C -2.503125 1.453816 0.738611 -1.261 -0.361 0.465 -0.39
O -3.834074 1.838252 0.314040 -0.424 -0.296 -0.034 -0.41
C -4.711108 0.733945 -0.006959 0.657 -0.058 -0.220 -0.88
C -4.400028 0.181820 -1.375952 1.592 1.093 -2.437 2.09
C -4.877223 1.097400 -2.588516 0.550 -1.485 0.374 -1.49
N -4.830882 -1.205319 -1.507509 -0.862 0.589 0.769 -0.73
H -1.940714 2.299072 1.135272 -0.317 0.397 -0.581 0.28
H -1.950593 0.947130 -0.052632 0.073 -0.050 0.085 0.00
H -2.637011 0.826176 1.619664 0.259 -0.565 -0.100 0.32
H -4.701415 -0.087129 0.709863 0.655 -0.016 0.391 0.37
H -5.769079 0.995099 -0.031239 0.052 1.026 0.273 0.37
H -3.331982 0.216869 -1.590768 0.360 -0.312 0.854 -1.13
H -4.265238 0.775808 -3.431226 -0.043 -0.195 -0.225 0.34
H -4.641755 2.160074 -2.530345 -0.571 0.000 0.573 0.37
H -5.893597 0.801179 -2.848004 -0.310 0.718 0.056 0.39
H -4.604986 -1.695898 -2.360977 0.163 0.503 -0.373 0.22
H -5.832204 -1.075861 -1.481419 -0.507 -0.966 -0.074 0.25
C -0.098234 -2.264884 3.910994 0.473 -1.916 -0.356 -0.75
O 0.142477 -2.487572 5.302211 -0.766 2.113 -0.430 -0.37
C -0.395169 -1.332864 6.027057 -0.792 -1.925 0.303 -0.63
C 0.255555 -1.320961 7.385124 1.729 2.805 0.029 0.31
C -0.232705 -0.055209 8.180558 -0.024 -0.552 -0.507 -1.37
N 1.741689 -1.180556 7.111482 -0.886 -0.318 1.415 -0.74
H 0.358196 -1.398732 3.431885 -0.464 0.716 0.624 0.28
H -1.151754 -2.451735 3.702927 -0.243 0.733 -0.188 0.35
H 0.406420 -3.047004 3.343790 0.113 -0.453 0.290 0.32
H -0.325231 -0.426956 5.424948 0.874 0.255 0.222 0.36
H -1.471675 -1.393070 6.187092 -0.490 -0.661 -0.275 0.34
H 0.019339 -2.126494 8.080413 0.245 -0.600 -0.755 0.30
H -0.007452 0.870753 7.651453 0.149 0.018 -0.054 0.32
H 0.162512 0.013860 9.194033 0.317 -0.188 -0.173 0.34
H -1.315913 -0.096442 8.294810 -0.150 -0.049 -0.095 0.36
H 1.855028 -0.349997 6.548078 0.070 0.172 -0.069 0.24
H 2.060120 -1.952547 6.543383 -0.139 -0.129 -0.075 0.32
N -1.010619 -3.846565 0.356206 2.396 -2.561 2.047 -0.30
C -1.648785 -2.970475 -0.341995 1.312 -0.674 0.198 0.78
N -2.869531 -2.866201 0.014150 -4.997 1.164 0.555 -0.37
O -1.071086 -2.361815 -1.198915 0.758 2.587 -2.962 -0.64
H -0.026561 -3.871948 0.130172 0.178 -0.886 0.480 0.26
H -1.538753 -4.469773 0.950165 0.933 -0.133 -0.087 0.16
H -3.168713 -3.218394 0.912232 -0.208 0.212 -0.475 0.18
H -3.476068 -2.312214 -0.573482 -0.616 0.188 0.471 0.13
N 0.997481 -4.840947 -3.402385 -1.940 -5.180 -4.886 -0.47
C 1.398657 -4.210887 -2.371795 0.919 1.750 3.664 0.80
N 1.390916 -2.935651 -2.616540 0.456 3.291 -1.237 -0.05
O 1.671703 -4.684013 -1.290884 0.169 -1.161 1.696 -0.71
H 1.155107 -4.529308 -4.350089 -0.177 -0.075 0.377 0.18
H 0.714768 -5.803877 -3.288678 0.373 0.123 -0.120 0.22
H 1.107808 -2.769718 -3.571748 -0.025 1.258 0.658 0.07
H 1.649449 -2.215414 -1.957364 0.019 -0.369 -0.507 -0.02
O 3.275639 -1.257083 -1.526837 0.008 0.469 0.318 -0.55
H 4.043355 -1.826384 -1.579166 0.137 -0.375 0.056 0.24
H 3.586943 -0.405562 -1.833811 0.044 0.320 -0.064 0.26
O 0.627363 -0.968433 0.488142 0.443 0.572 0.736 -0.23
H -0.113849 -1.206686 -0.068687 -0.425 -0.338 -0.554 -0.01
H 1.391866 -1.050102 -0.082029 0.292 -0.111 -0.164 0.21



Entry 3:
86
Properties=species:S:1:pos:R:3:forces:R:3:mulliken_charge:R:1 method="wB97M-V/def2-TZVPD" charge=+2 relative_energy_kj_mol=424.9 e_homo_ev=-11.875 orbital_gap_ha=0.2168
N 2.440482 -0.827198 -0.875676 -0.396 -0.848 0.779 -0.25
H 3.203675 -1.044644 -0.250901 1.317 0.812 0.472 0.09
H 2.648224 -0.274894 -1.695368 0.590 0.242 -0.744 0.20
H 1.716183 -0.369576 -0.340820 -0.455 0.322 0.356 0.39
H 2.158271 -1.774772 -1.081983 -0.695 -0.234 -0.839 0.44
N -2.043591 -0.541294 7.599947 -0.085 0.725 0.245 -0.48
H -1.345530 -1.089830 8.081530 0.325 -0.635 -0.055 0.39
H -2.795976 -1.069573 7.181703 -0.128 -0.518 -0.029 0.36
H -1.615552 0.043986 6.896859 0.540 0.303 -0.680 0.33
H -2.427903 0.091221 8.287207 -0.424 0.389 0.456 0.40
N -4.892165 -1.634531 2.068814 0.212 -0.457 -0.678 -0.39
H -4.054279 -1.118391 1.841561 0.687 0.364 0.121 0.37
H -4.963462 -1.839732 3.055177 -0.243 0.303 0.347 0.37
H -4.881812 -2.508947 1.563443 0.224 -0.593 -0.229 0.41
H -5.665753 -1.128888 1.661407 -1.131 0.831 0.043 0.16
Cl -0.567252 1.715429 2.874710 -1.325 1.516 1.081 1.64
O -0.761076 0.288684 2.702995 0.381 -0.830 -0.695 -0.71
O 0.268453 2.315780 1.869574 0.171 -0.876 -0.060 -0.62
O -1.883696 2.335112 2.819387 0.360 -0.303 -0.038 -0.66
O -0.002844 1.925328 4.193496 0.119 -0.166 -0.212 -0.64
C -8.671519 0.791851 2.371512 -0.644 0.480 -0.013 -1.26
C -8.041153 1.393388 1.121238 0.202 -0.570 -0.242 -0.56
N -7.678483 0.374467 0.097354 0.615 -0.630 0.365 0.34
C -7.110709 1.026758 -1.115004 -0.607 -0.600 0.795 -0.40
C -5.738901 1.606795 -0.920175 0.301 0.398 -0.183 -1.33
C -8.871705 -0.449606 -0.256879 0.395 -0.038 0.888 -0.46
C -8.604709 -1.527374 -1.277675 0.034 0.191 -1.129 -1.34
H -8.906923 1.616686 3.044062 0.256 -0.048 0.240 0.41
H -8.025095 0.074021 2.876451 0.242 0.068 0.020 0.20
H -9.632187 0.294298 2.238583 0.081 0.004 -0.344 0.34
H -8.637810 2.182206 0.663124 -0.774 -0.081 -0.064 0.45
H -7.187010 1.979168 1.460928 0.495 -0.418 -0.186 0.29
H -7.026017 0.302579 -1.925237 -0.359 0.022 0.099 0.26
H -7.850508 1.784483 -1.373165 0.117 0.370 -0.548 0.40
H -4.938613 0.870307 -0.992442 -0.101 -0.333 0.290 0.27
H -5.542556 2.259267 -1.770950 0.041 0.342 0.191 0.38
H -5.639895 2.159796 0.013898 0.109 0.130 -0.175 0.35
H -9.678567 0.233327 -0.522732 -0.303 -0.054 -0.440 0.38
H -9.218961 -0.988780 0.624486 0.128 0.334 0.270 0.35
H -7.687598 -2.084725 -1.086966 0.153 0.127 0.183 0.26
H -8.527798 -1.091859 -2.273915 0.158 -0.139 -0.100 0.33
H -9.394536 -2.273043 -1.368537 -0.207 0.196 0.357 0.40
C 3.976891 -2.467543 3.377673 0.507 -0.521 -0.040 -1.35
C 5.316633 -2.568294 2.574648 -1.741 0.504 0.339 -0.36
N 5.502154 -1.432259 1.644793 -0.184 0.150 0.503 0.35
C 5.551376 -0.168712 2.363718 -0.496 0.613 0.829 -0.88
C 6.551496 -0.034574 3.525521 0.347 -0.341 -0.046 -1.18
C 6.772870 -1.556573 0.948723 0.118 -0.815 -0.376 -0.54
C 6.611251 -2.463092 -0.240666 0.101 -0.180 -0.813 -1.27
H 3.090271 -2.610264 2.759898 0.027 0.527 -0.372 0.27
H 3.888746 -1.580320 4.004707 -0.014 0.090 -0.268 0.34
H 3.881557 -3.313443 4.058428 0.438 -0.121 0.148 0.42
H 6.135410 -2.615262 3.292616 0.223 -0.201 -0.034 0.33
H 5.229654 -3.497410 2.011373 0.478 0.044 -0.053 0.33
H 4.577315 0.078241 2.785999 -0.225 -0.154 -0.113 0.40
H 5.725652 0.620869 1.632772 0.184 -0.067 -0.067 0.57
H 6.178471 -0.405202 4.480283 -0.518 0.479 0.067 0.31
H 6.843240 1.014761 3.568928 0.029 -0.123 0.453 0.35
H 7.453785 -0.642139 3.455968 0.225 0.205 -0.675 0.31
H 7.156086 -0.579539 0.654339 -0.246 0.035 -0.148 0.47
H 7.538334 -1.965679 1.608121 0.177 -0.139 0.174 0.28
H 5.938866 -2.040859 -0.987463 -0.035 0.364 -0.075 0.20
H 7.566398 -2.621316 -0.741440 -0.006 -0.188 0.016 0.40
H 6.158327 -3.427035 -0.008735 0.302 -0.096 0.297 0.31
C 4.475694 3.197555 -4.920804 0.935 0.507 -0.236 -1.16
C 4.104174 2.204459 -3.840308 0.244 -0.215 -0.639 -0.78
N 3.305504 1.078378 -4.394396 -1.111 0.352 1.849 0.44
C 4.112770 0.224050 -5.225804 -0.978 -1.311 0.708 -0.52
C 3.399880 -1.147712 -5.485132 0.344 0.571 -1.537 -1.32
C 1.984621 1.473639 -4.944833 1.121 0.047 0.257 -0.49
C 1.140443 2.229439 -3.935174 -0.358 -0.036 -0.703 -1.26
H 5.235759 3.930242 -4.649551 -0.273 0.237 0.772 0.43
H 3.628160 3.757394 -5.316230 0.070 -0.216 -0.219 0.25
H 5.064998 2.686890 -5.682402 -0.639 -0.165 -0.521 0.30
H 5.029511 1.761158 -3.472424 0.026 -0.090 0.144 0.46
H 3.656423 2.706579 -2.982694 -0.371 -0.231 -0.092 0.34
H 4.417656 0.727111 -6.143442 -0.074 -0.315 -0.429 0.32
H 5.006754 0.048378 -4.627441 0.248 -0.223 -0.290 0.35
H 4.003133 -1.694039 -6.210191 0.422 -0.369 0.412 0.42
H 3.116346 -1.793874 -4.654352 0.558 0.318 0.398 0.23
H 2.488757 -1.082706 -6.079880 -0.238 0.625 0.138 0.37
H 1.431838 0.601236 -5.293327 0.228 -0.085 0.090 0.32
H 2.174573 2.093065 -5.821382 -0.280 0.234 -0.265 0.38
H 1.681586 3.068683 -3.498190 -0.279 -0.090 0.097 0.33
H 0.694885 1.577935 -3.183439 0.364 -0.056 0.319 0.25
H 0.278609 2.600505 -4.489830 -0.025 0.348 0.089 0.40